1.
ORCA calculation (ωB97M-V with the def2-TZVPD basis set) on an isolated ion of composition C9H12N and charge +1 at a distorted geometry.

The geometry in XYZ format:
```
22
Properties=species:S:1:pos:R:3:forces:R:3:mulliken_charge:R:1
C -2.27417 -1.01649 -0.84832 -2.029 -2.414 -0.028 -1.369
C -1.85194 0.24916 -0.08281 -0.288 0.272 -1.426 0.750
C -2.58819 0.39263 1.26463 1.452 0.274 0.909 -1.441
C -0.35038 0.25521 0.19162 -0.062 1.727 -1.297 -0.936
C 0.63615 0.66945 -0.64941 -3.334 -0.222 -2.161 0.238
N 1.90825 0.52991 -0.18754 2.417 -0.725 -0.906 0.452
C 3.26611 0.96737 -0.72227 1.162 1.215 -0.035 -0.330
C 3.03247 -0.39816 -0.36171 -0.456 -0.036 0.747 0.070
C 2.90218 -1.30760 0.64787 -4.017 4.057 -0.001 -0.189
C 2.03077 -0.22900 1.14717 2.686 -2.028 -0.047 -0.489
H -2.66631 -1.87166 -0.21320 0.401 1.215 -0.119 0.322
H -3.10576 -0.85037 -1.56425 0.118 0.484 0.743 0.362
H -1.64237 -1.59218 -1.51558 1.283 0.627 0.093 0.366
H -2.17766 1.03719 -0.83207 0.940 -0.281 1.131 0.365
H -2.50302 1.39409 1.73792 -0.176 -0.202 -0.823 0.346
H -3.64892 0.10786 1.26893 0.589 -0.246 -0.017 0.376
H -1.90113 -0.17423 1.95297 -1.542 -0.235 -0.187 0.365
H -0.08375 0.13177 1.24316 0.148 -0.293 -0.156 0.399
H 0.53899 1.01393 -1.76269 0.024 -0.666 2.377 0.308
H 3.79605 1.71130 -0.06630 -0.339 -0.868 -0.741 0.289
H 3.37411 1.04426 -1.82669 -0.569 0.613 0.830 0.272
H 3.30852 -2.06442 1.17858 1.593 -2.267 1.115 0.475
```
Positions in Å, forces in eV/Å.

LUMO   -5.580 eV
Energy above the lowest of the compared OMol25 structures with the same formula, charge and spin   805.1 kJ/mol
Charge   +1
F_max   0.1110 Eh/bohr
Kohn-Sham gap   0.2894 Eh
SMILES   CC(C)/C=C/[N@+]12C[C@]13C=C32
Electronic energy   -404.29832 Eh


2.
ORCA calculation (ωB97M-V with the def2-TZVPD basis set) on a 21-piece molecular cluster, C31H81FN2O26S3 overall at a distorted geometry.

The geometry in XYZ format:
```
144
Properties=species:S:1:pos:R:3:forces:R:3:mulliken_charge:R:1
C -0.75188 -6.09497 -0.11103 0.003 0.048 0.540 0.402
C -0.87808 -5.12977 0.61054 -0.657 0.308 0.234 -2.368
C -1.17551 -4.06187 1.58729 0.725 -0.602 0.133 1.467
C -0.79852 -4.31313 2.94828 -0.012 1.392 0.216 0.446
S 0.01282 -5.82613 3.48867 0.038 0.101 -0.101 -0.177
C -1.04647 -3.31291 3.91553 -0.418 0.486 -0.868 -0.621
C -1.64638 -2.10190 3.49224 -0.132 0.604 -0.389 1.750
C -2.02656 -1.80876 2.15824 0.995 -1.863 0.211 -1.573
C -1.77760 -2.83246 1.18204 0.067 0.301 0.248 -1.013
N -2.09755 -2.60218 -0.17749 -0.273 -0.752 1.224 -0.014
N -2.63825 -0.56634 1.78609 -0.525 0.290 1.104 2.511
C -4.07954 -0.55842 2.03247 0.074 -0.931 0.072 -0.848
O -4.74696 -0.74869 0.74410 -0.518 1.139 0.177 -0.268
C -6.01969 -0.21100 0.75711 -1.185 0.446 -0.839 0.399
C -6.33787 0.88135 -0.28111 0.284 0.167 0.092 -0.347
O -6.88321 -0.57579 1.51178 1.021 -0.391 0.382 -0.660
C -1.96090 0.59144 2.32141 1.271 2.047 0.830 -1.329
C -1.55488 0.66512 3.69556 -0.359 -0.482 -1.286 0.571
C -0.86779 1.77455 4.23960 -0.308 -0.314 -0.885 -0.713
C -0.55176 2.88536 3.42401 -0.977 -0.483 -1.584 1.141
C 0.24472 4.02745 4.06423 0.139 -1.452 0.842 -1.178
C 1.60542 3.43634 4.58229 0.532 1.500 -0.057 -1.051
C 2.63997 3.22176 3.43472 -0.107 -0.521 -0.092 -0.215
C 2.95838 1.71190 3.16206 0.030 0.677 -1.235 -0.004
S 4.67008 1.25000 3.52995 1.536 -1.264 1.509 1.354
O 4.84564 -0.18012 3.49650 -0.823 0.558 -0.747 -0.635
O 5.11167 1.85146 4.76346 -0.534 0.629 -0.911 -0.674
O 5.63104 1.87993 2.36640 -1.511 0.196 0.506 -0.450
C -0.98576 2.86574 2.01281 0.497 -0.207 1.858 0.755
C -0.68092 4.08373 1.12765 -0.572 -0.087 -0.365 -1.592
C 0.44486 3.85244 0.06633 -0.568 0.932 0.766 -0.707
F 1.20896 2.74734 0.43587 -0.134 0.359 -0.395 -0.297
C -1.66363 1.73142 1.48722 -0.131 -0.462 0.066 -0.191
C -2.11947 1.63185 0.01052 0.385 -0.585 0.757 0.448
C -1.35995 0.46392 -0.72780 0.155 0.233 0.031 0.397
C -0.34565 0.96393 -1.82131 -0.200 -0.306 0.939 0.044
C 1.09976 0.42058 -1.59243 -0.415 0.029 -0.951 0.431
C 1.88406 0.36672 -2.94590 -0.052 0.301 1.385 -0.488
C 3.37446 -0.02070 -2.68776 0.084 0.148 -1.214 -0.579
C 4.38222 1.08887 -3.16751 -0.523 -0.677 0.657 -0.887
O 4.72667 1.92721 -2.03111 1.175 -0.049 -0.157 0.150
C 6.12378 2.27016 -2.09134 -0.004 0.161 -0.494 -1.253
S -1.94598 -0.78802 4.69699 0.408 0.039 -0.355 -0.571
H -0.66482 -7.06773 -0.58538 0.098 0.793 -0.019 0.581
H 1.31878 -5.42341 3.52476 -0.714 0.156 -0.173 0.149
H -0.79195 -3.40114 4.97977 0.005 -0.255 -0.653 0.431
H -2.08080 -3.48999 -0.67423 -0.064 0.253 -0.123 0.302
H -3.02719 -2.18756 -0.21451 0.304 0.175 -0.361 -0.115
H -4.35863 -1.42240 2.66267 0.077 0.430 -0.172 0.347
H -4.44051 0.36817 2.51404 0.361 -0.261 -0.383 0.474
H -7.21084 1.48314 0.03053 0.414 -0.594 0.207 0.349
H -5.47857 1.56627 -0.37935 -0.255 -0.477 -0.236 -0.160
H -6.60865 0.44440 -1.26042 0.525 0.054 0.467 0.209
H -0.56356 1.72623 5.29558 -0.184 0.135 -0.565 0.534
H 0.41784 4.88811 3.40400 -0.065 -0.378 0.352 0.141
H -0.30292 4.34164 4.97744 0.131 0.133 -0.664 0.517
H 2.01531 4.20742 5.26917 -0.121 -0.499 -0.267 0.470
H 1.45740 2.53508 5.19910 0.015 0.321 -0.407 0.535
H 3.58959 3.75711 3.61512 -0.489 -0.231 0.148 0.664
H 2.22669 3.64804 2.49885 0.223 -0.293 0.463 -0.102
H 2.27926 1.01424 3.68492 0.652 0.240 -0.036 0.437
H 2.83585 1.52740 2.07296 0.070 -0.154 0.580 -0.602
H 5.24402 1.67570 1.49549 0.283 -0.354 0.009 0.326
H -0.46531 4.99631 1.71150 -0.066 -0.693 -0.133 0.570
H -1.61686 4.32066 0.57575 0.537 -0.067 0.225 -0.064
H -0.01537 3.74198 -0.92697 0.520 -0.426 0.323 0.500
H 1.09804 4.74180 0.03992 -0.042 -0.504 -0.055 0.473
H -1.94434 2.56305 -0.54700 -0.279 -0.329 0.396 1.255
H -3.20786 1.43206 0.06306 0.553 0.142 -0.371 -1.794
H -0.80008 -0.12772 0.02471 -0.285 0.339 -0.388 -0.092
H -2.08398 -0.25048 -1.15981 0.364 0.533 0.122 -0.194
H -0.73851 0.66138 -2.80880 0.381 0.258 0.386 -0.422
H -0.35024 2.06650 -1.79094 0.095 -0.478 -0.395 0.302
H 0.99632 -0.59090 -1.15051 0.356 0.384 -0.376 -0.103
H 1.68427 1.05203 -0.90284 -0.480 -0.283 -0.123 -0.203
H 1.32813 -0.33810 -3.59734 0.780 0.598 0.128 0.038
H 1.88386 1.39790 -3.36085 -0.283 -0.571 -0.030 0.503
H 3.57730 -0.26300 -1.62990 -0.205 0.176 -0.464 0.279
H 3.58483 -0.92842 -3.27984 0.051 0.372 0.315 0.414
H 3.93466 1.74011 -3.94310 0.234 -0.378 0.201 0.366
H 5.31574 0.63019 -3.55990 -0.518 0.196 0.159 0.330
H 6.33798 2.73897 -3.07738 0.007 -0.033 0.553 0.400
H 6.78486 1.37806 -2.01505 -0.422 0.376 0.053 0.514
H 6.39451 2.96846 -1.27628 -0.372 -0.342 -0.356 0.277
O 2.49969 -5.09153 1.41206 -0.196 0.253 -0.397 -0.620
H 3.12632 -4.86322 0.70998 0.160 -0.085 0.130 0.350
H 1.65497 -5.20667 0.95200 -0.044 -0.233 0.120 0.218
O -3.64147 2.88327 -2.38249 -0.224 0.184 -0.008 -0.494
H -4.32247 2.53007 -2.96687 0.073 -0.155 0.049 0.235
H -3.18573 3.54041 -2.91986 0.050 -0.068 0.010 0.237
O -3.73641 4.27838 3.59187 -0.178 0.249 0.034 -0.717
H -4.53136 4.24800 3.04747 0.087 -0.273 -0.077 0.294
H -3.11748 3.67868 3.16206 0.075 -0.099 -0.096 0.401
O 0.59917 -2.37470 -3.37117 -0.131 -0.359 0.039 -0.464
H -0.18667 -2.77425 -2.97716 0.129 -0.143 0.078 0.266
H 1.04595 -3.11184 -3.79985 0.097 0.120 -0.033 0.180
O -1.28685 1.38612 -5.02234 -0.087 -0.033 -0.237 -0.577
H -0.90011 0.50610 -5.09226 0.112 0.072 0.027 0.258
H -0.95010 1.85032 -5.79621 -0.003 0.001 0.035 0.280
O -4.61004 4.06217 0.39300 0.028 -0.068 0.023 -0.648
H -4.45361 3.51681 -0.39331 0.075 0.139 -0.034 0.263
H -3.88591 4.69706 0.38656 -0.043 0.018 0.008 0.312
O 2.24452 -2.24391 0.38643 -0.165 -0.071 0.029 -0.536
H 2.16487 -3.04455 0.92105 0.061 0.056 0.139 0.330
H 1.69796 -1.59591 0.84347 0.049 0.035 -0.041 0.210
O -5.59050 7.10963 2.42808 -0.005 -0.165 -0.094 -0.637
H -5.09479 6.37595 2.80912 0.092 0.128 0.086 0.329
H -6.12419 6.70000 1.73861 0.005 0.035 0.014 0.324
O 8.31110 -0.64394 -1.28466 0.163 0.111 0.032 -0.627
H 8.95095 -0.26099 -1.89383 -0.023 -0.096 -0.035 0.286
H 8.66114 -0.43071 -0.41173 -0.060 -0.017 0.006 0.323
O -0.13119 -8.31732 -2.68601 -0.118 -0.173 0.005 -0.660
H -0.96606 -8.35401 -3.16636 0.047 0.070 -0.044 0.331
H 0.48343 -8.80506 -3.24697 0.041 0.095 0.001 0.315
O -2.07282 -1.80075 -3.37572 -0.291 0.086 -0.161 -0.640
H -2.61079 -1.41998 -4.07941 -0.067 0.022 0.095 0.349
H -1.23317 -1.32746 -3.44037 -0.018 0.025 0.076 0.211
O -9.49632 0.05568 0.96582 -0.270 -0.250 -0.142 -0.590
H -8.95247 -0.65709 1.32813 0.141 0.344 -0.039 0.335
H -10.06890 -0.38101 0.32695 -0.069 0.082 0.060 0.292
O 5.29265 -5.29468 1.42085 0.016 -0.010 0.040 -0.661
H 5.39163 -4.55368 2.02906 0.019 0.019 -0.056 0.334
H 4.61565 -5.84563 1.83087 0.031 0.009 0.013 0.313
O 5.53166 -0.33847 -0.19986 0.011 0.134 0.222 -0.490
H 6.25283 -0.96769 -0.30189 -0.025 0.011 -0.016 0.158
H 5.56474 0.19632 -0.99953 -0.128 -0.023 0.059 0.291
O 3.95662 5.09946 -1.60259 0.162 -0.011 -0.005 -0.684
H 4.35442 4.21981 -1.62831 -0.222 -0.158 -0.043 0.345
H 4.68182 5.69534 -1.81565 -0.067 0.034 0.028 0.284
O 3.39445 -1.36132 -5.72339 0.061 -0.134 -0.174 -0.587
H 3.79718 -2.23452 -5.76482 -0.030 0.020 0.049 0.311
H 3.74199 -0.90270 -6.50384 -0.020 0.084 0.110 0.319
O -5.04773 -0.66535 -2.97671 -0.047 -0.161 -0.157 -0.556
H -4.54891 -1.38406 -2.56934 0.122 0.144 0.055 0.267
H -5.58578 -1.10054 -3.64710 -0.026 0.041 0.036 0.264
O -0.47283 -11.19247 -3.60269 -0.130 0.083 0.161 -0.628
H -1.05030 -11.94876 -3.45644 0.063 -0.026 -0.089 0.311
H -0.57483 -10.65987 -2.80399 0.057 -0.035 0.008 0.337
O 4.43285 0.27097 -7.85826 0.046 0.157 -0.221 -0.614
H 3.90060 0.62483 -8.57856 -0.057 -0.077 0.047 0.289
H 5.25731 0.76602 -7.90448 0.011 -0.073 0.112 0.293
O -4.89081 -1.56852 6.43507 -0.035 0.019 -0.132 -0.663
H -4.21170 -1.24716 5.82851 0.026 0.011 0.047 0.345
H -5.71643 -1.43886 5.95702 -0.003 -0.015 0.061 0.306
```
Positions in Å, forces in eV/Å.

LUMO   -0.139 eV
Charge   0
F_max   0.0496 Eh/bohr
Kohn-Sham gap   0.2976 Eh
Electronic energy   -4589.87938 Eh


3.
ORCA calculation (ωB97M-V with the def2-TZVPD basis set) on C11H11BrIrN3S as an isolated structure at a distorted geometry.

The geometry in XYZ format:
```
28
Properties=species:S:1:pos:R:3:forces:R:3:mulliken_charge:R:1
Ir 0.35843 0.61193 0.17850 0.884 0.476 0.644 0.865
N 2.23306 -0.78641 0.27774 -0.485 -0.005 -0.148 -0.713
N 2.85956 -0.78314 1.52936 0.225 -0.026 0.267 -0.142
C 2.21422 -0.41122 2.64428 -0.201 0.018 -0.061 0.818
N 2.83056 -0.55340 3.80223 0.035 0.008 0.034 -0.387
S 0.62510 0.22498 2.61998 -0.200 0.160 -0.693 -0.446
H 1.89575 -1.72432 0.06217 0.079 -0.111 0.003 0.357
H 2.92330 -0.54354 -0.42645 -0.011 0.147 -0.046 0.337
H 3.78050 -1.19328 1.59034 0.029 -0.098 -0.068 0.238
H 3.73876 -0.98125 3.90881 0.009 0.011 -0.041 0.225
H 2.36788 -0.23372 4.63942 0.004 -0.026 0.030 0.209
Br -2.21517 0.32662 -0.28813 -0.116 0.421 0.051 -0.140
C -2.52498 2.21238 -0.17581 0.240 -0.321 -0.016 0.629
C -3.84269 2.64152 -0.17223 -0.207 0.074 0.011 -0.599
C -4.11031 4.00155 -0.12780 -0.031 -0.167 -0.012 -0.606
C -3.06104 4.91238 -0.08769 0.217 0.120 0.003 -0.750
C -1.72724 4.47485 -0.10031 -0.085 -0.060 0.007 0.843
C -0.66285 5.40008 -0.10033 -0.187 0.116 0.009 -0.616
C 0.65896 4.97012 -0.16440 0.207 -0.227 -0.036 -0.749
C 0.94451 3.61582 -0.21665 0.065 0.291 -0.042 -0.513
C -0.07081 2.64702 -0.14878 -0.430 -0.948 0.100 -0.016
C -1.42540 3.08213 -0.13223 -0.017 0.170 -0.030 0.629
H -4.65368 1.92639 -0.21011 0.015 0.000 0.000 0.423
H -5.13548 4.34538 -0.13219 0.008 0.009 0.014 0.431
H -3.26233 5.97602 -0.05167 -0.034 -0.015 -0.005 0.442
H -0.88826 6.45934 -0.06929 0.007 -0.010 -0.007 0.446
H 1.46356 5.69295 -0.17604 -0.019 0.015 -0.004 0.419
H 1.98040 3.30954 -0.28652 -0.003 -0.022 0.035 0.367
```
Positions in Å, forces in eV/Å.

LUMO (alpha / beta)   -6.727 / -9.804 eV
Spin multiplicity   5
Charge   +2
F_max   0.0232 Eh/bohr
Kohn-Sham gap (alpha / beta)   0.2881 / 0.2261 Eh
Electronic energy   -3665.87820 Eh
<S²>   6.034